# 1
# C4H8O3

The molecule C4H8O3 (ωB97M-V/def2-TZVPD, the OMol25 dataset).

Structure (XYZ):
```
15
C4H8O3 | the OMol25 dataset | ωB97M-V/def2-TZVPD
C -1.0833 0.7052 -1.3176
C -0.6235 -0.4038 -0.3911
O 0.3205 -1.2016 -1.0908
C 0.0170 0.0916 0.9157
O 0.0162 -0.9576 1.8473
C 1.4532 0.5076 0.6424
O 2.3677 -0.0153 1.2421
H -1.4023 0.2706 -2.2688
H -1.9311 1.2363 -0.8740
H -0.2837 1.4239 -1.5264
H -1.4870 -1.0197 -0.0974
H 0.6047 -1.8825 -0.4643
H -0.5292 0.9659 1.3069
H 0.9234 -1.0047 2.1966
H 1.6374 1.2843 -0.1203
```

The charge is 0. The SMILES is C[C@@H](O)[C@@H](O)C=O. For the HOMO-LUMO gap, the calculation gives 11.2 eV. For the energy above the lowest of the compared OMol25 structures with the same formula, charge and spin, the calculation gives 31.0 kcal per mole. The LUMO energy comes out at 0.8370 eV.

=====

# 2
# CH5BO

A cluster of 2 separate species, CH5BO in total at a distorted geometry (ωB97M-V/def2-TZVPD, the OMol25 dataset).

Structure (XYZ):
```
8
CH5BO | the OMol25 dataset | ωB97M-V/def2-TZVPD
B -0.4551 -0.2300 0.1413
C 0.9062 0.3238 -0.2951
O -1.5485 -0.2284 -0.4994
H -0.2510 -1.1731 1.8000
H 1.0406 1.0967 0.4487
H 0.9997 0.7783 -1.2705
H 1.6818 -0.3251 -0.1577
H -2.3738 -0.2422 -0.1673
```

The charge is 0. For the HOMO-LUMO gap, the calculation gives 9.5 eV. For the energy above the lowest of the compared OMol25 structures with the same formula, charge and spin, the calculation gives 60.7 kcal per mole. The LUMO energy comes out at 0.5829 eV.

=====

# 3
# C31H42BBiN12O4SSi

A structure of composition C31H42BBiN12O4SSi at a distorted geometry (ωB97M-V/def2-TZVPD, the OMol25 dataset).

Structure (XYZ):
```
93
C31H42BBiN12O4SSi | the OMol25 dataset | ωB97M-V/def2-TZVPD
Bi 0.4374 0.7612 0.3510
C -0.9518 -3.5958 0.8735
C -1.1735 -2.2174 0.8189
N -0.0973 -1.6068 0.3258
N 0.8195 -2.5507 0.0639
C 0.3301 -3.7617 0.3838
B 2.2545 -2.1741 -0.4137
N 2.1949 -1.1097 -1.5753
C 2.7339 -1.1616 -2.8041
C 2.6740 0.0956 -3.3817
C 2.0755 0.8997 -2.4270
N 1.7931 0.1743 -1.3392
N 2.9473 -1.4572 0.7588
C 4.1657 -1.6113 1.3095
C 4.2652 -0.7748 2.3969
C 3.0471 -0.1002 2.4316
N 2.2545 -0.5058 1.4438
N 2.9244 -3.4665 -0.8212
C 3.5843 -4.3685 -0.0410
C 3.7451 -5.5156 -0.7680
C 3.1262 -5.2330 -2.0035
N 2.6239 -4.0132 -2.0275
H -1.6269 -4.3634 1.2141
H -2.0478 -1.6422 1.1001
H 0.9090 -4.6625 0.2438
H 3.1062 -2.0946 -3.1877
H 3.0225 0.3824 -4.3594
H 1.8665 1.9571 -2.4416
H 4.8852 -2.2911 0.8822
H 5.1050 -0.6331 3.0551
H 2.7285 0.6581 3.1260
H 3.8670 -4.1452 0.9759
H 4.2400 -6.4231 -0.4645
H 3.0262 -5.8758 -2.8649
C -0.5657 -0.5558 4.1773
N -0.8382 0.8171 3.7924
C 0.0801 1.7760 4.3877
C -2.2424 1.1736 3.9129
C -3.1100 0.5681 2.8369
C -3.9840 -0.4522 3.1891
C -4.8415 -1.0404 2.2688
C -4.8499 -0.6169 0.9475
C -4.0419 0.4377 0.5812
C -3.1718 1.0393 1.5017
H -0.6511 -0.7102 5.2665
H 0.4425 -0.8404 3.8728
H -1.2687 -1.2319 3.6876
H 0.2554 1.5790 5.4554
H -0.3256 2.7826 4.2869
H 1.0362 1.7655 3.8662
H -2.3357 2.2581 3.8665
H -2.6370 0.8407 4.8853
H -3.9926 -0.7924 4.2185
H -5.5204 -1.8211 2.5900
H -5.5130 -1.0798 0.2277
H -4.0477 0.8384 -0.4244
C 0.5545 4.5957 -1.2106
C -0.5671 3.7080 -1.6247
C -1.6607 4.2836 -2.3170
C -2.6702 3.4833 -2.8118
C -2.5683 2.1189 -2.6569
C -1.4684 1.5736 -1.9382
N -0.5090 2.4064 -1.3975
N -1.2813 0.2728 -1.7261
Si -1.7917 -0.9130 -2.9470
C -0.9419 -2.5468 -2.7086
C -1.3614 -0.2051 -4.6352
C -3.6457 -1.2476 -2.9309
H 0.9198 5.1422 -2.0829
H 1.3732 4.0291 -0.7955
H 0.1989 5.3331 -0.4868
H -1.6818 5.3550 -2.4695
H -3.5117 3.9144 -3.3399
H -3.3249 1.4513 -3.0456
H 0.1368 -2.4554 -2.5713
H -1.1064 -3.1520 -3.6055
H -1.3541 -3.0963 -1.8573
H -0.4339 0.3764 -4.5936
H -2.1519 0.4490 -5.0128
H -1.2199 -1.0113 -5.3585
H -3.9865 -1.5983 -1.9521
H -3.8494 -2.0374 -3.6596
H -4.2506 -0.3821 -3.2134
C 2.8088 4.7233 1.5723
S 3.1636 3.0757 0.9768
O 4.1045 2.5042 1.8980
O 3.5458 3.1406 -0.4123
O 1.7928 2.3924 1.0878
H 3.6665 5.0351 2.1642
H 1.9134 4.6689 2.1871
H 2.6624 5.3906 0.7257
O -1.6485 2.6975 1.5533
N -2.5884 2.2161 0.9671
```

The charge is +1. For the HOMO-LUMO gap (alpha / beta), the calculation gives 7.4 / 5.8 eV. As for the spin multiplicity: 2. The LUMO energy (alpha / beta) comes out at -3.6286 / -5.2964 eV.

=====

# 4
# C47H58DyGeN8O2PSi

A structure of composition C47H58DyGeN8O2PSi at a distorted geometry (ωB97M-V/def2-TZVPD, the OMol25 dataset).

Structure (XYZ):
```
119
C47H58DyGeN8O2PSi | the OMol25 dataset | ωB97M-V/def2-TZVPD
Dy -0.4453 -0.2764 1.0936
C 0.7243 0.1310 4.4387
C -0.4481 -0.7266 4.9217
C -1.8085 -0.2767 4.4541
C -2.8383 -0.1622 5.3859
C -4.1130 0.1712 4.9647
C -4.3208 0.3635 3.6081
C -3.2429 0.2463 2.7508
N -1.9973 -0.0528 3.1465
N 1.2875 -0.2819 3.1362
C 1.9862 -1.5702 3.2830
C 1.1150 -2.7684 3.0026
C 1.1897 -3.8923 3.8179
C 0.4614 -5.0202 3.4802
C -0.2965 -4.9807 2.3210
C -0.3094 -3.8185 1.5644
N 0.3673 -2.7160 1.8924
C 2.2528 0.7462 2.7267
C 1.6142 2.0595 2.3506
C 2.4223 3.1892 2.3211
C 1.8509 4.4253 2.0892
C 0.4740 4.4854 1.9349
C -0.2480 3.3026 1.9356
N 0.2992 2.0941 2.1115
H 1.5210 0.0895 5.1970
H 0.3928 1.1689 4.3582
H -0.4483 -0.7290 6.0128
H -0.3026 -1.7596 4.5979
H -2.6474 -0.3433 6.4314
H -4.9202 0.2751 5.6722
H -5.2986 0.6018 3.2202
H -3.3974 0.3560 1.6860
H 2.4245 -1.6669 4.2851
H 2.8068 -1.6037 2.5546
H 1.8057 -3.8785 4.7029
H 0.4838 -5.9001 4.1032
H -0.8673 -5.8381 2.0038
H -0.8702 -3.7810 0.6391
H 2.8165 0.3906 1.8577
H 2.9728 0.9404 3.5395
H 3.4830 3.0880 2.4923
H 2.4588 5.3146 2.0574
H -0.0284 5.4328 1.8155
H -1.3219 3.3272 1.8065
C -5.0836 -2.7461 -1.5918
Ge -3.4878 -3.5324 -0.7267
C -3.0363 -5.3403 -1.4380
C -3.8207 -3.6630 1.2310
C -1.8931 -2.4712 -1.2945
H -5.9628 -3.3494 -1.3816
H -4.9494 -2.6950 -2.6675
H -5.2553 -1.7376 -1.2267
H -3.8543 -6.0342 -1.2729
H -2.1526 -5.7500 -0.9526
H -2.8471 -5.2961 -2.5077
H -4.5949 -4.4090 1.3812
H -4.1736 -2.7167 1.6282
H -2.9413 -3.9559 1.7941
H -1.3997 -2.6645 -2.2407
C 4.8951 -1.5530 -1.7707
N 3.9444 -2.7426 -1.7483
C 3.1970 -2.7523 -3.0756
N 2.5481 -1.5205 -3.2858
C 3.4850 -0.4141 -3.2759
N 4.1963 -0.3492 -2.0100
C 3.3570 0.0827 -0.9119
P 1.8444 -0.9890 -0.6343
C 2.9768 -2.6084 -0.6339
C 1.4068 -1.2968 -2.4254
H 5.6230 -1.7227 -2.5720
H 5.4157 -1.5095 -0.8097
H 4.4859 -3.6085 -1.6592
H 2.4668 -3.5655 -3.0433
H 3.9234 -2.9383 -3.8730
H 2.9338 0.5130 -3.4294
H 4.2113 -0.5426 -4.0847
H 3.0336 1.1093 -1.0847
H 3.9686 0.0662 -0.0046
H 2.3067 -3.4724 -0.6570
H 3.5360 -2.6586 0.3042
H 0.8408 -0.4489 -2.8089
H 0.7608 -2.1782 -2.4591
O 0.5963 0.7999 -0.6645
Si 0.1683 1.9771 -1.7000
C 1.4321 3.3967 -1.7031
C 2.6728 3.3160 -2.3271
C 3.5439 4.3901 -2.3630
C 3.1780 5.5954 -1.7905
C 1.9420 5.7070 -1.1768
C 1.0895 4.6195 -1.1331
C -0.2708 1.4105 -3.4604
C -1.2261 0.4060 -3.6385
C -1.7208 0.1028 -4.8925
C -1.2761 0.8054 -6.0010
C -0.3357 1.8085 -5.8450
C 0.1583 2.1055 -4.5871
C -1.4801 2.7456 -1.1693
C -2.2863 2.2155 -0.1724
C -3.4602 2.8519 0.2077
C -3.8581 4.0117 -0.4367
C -3.1019 4.5106 -1.4847
C -1.9235 3.8836 -1.8377
H 2.9672 2.4041 -2.8243
H 4.5039 4.2899 -2.8473
H 3.8339 6.4491 -1.8549
H 1.6305 6.6478 -0.7465
H 0.1236 4.7263 -0.6640
H -1.5823 -0.1411 -2.7754
H -2.4648 -0.6715 -5.0108
H -1.6737 0.5876 -6.9793
H 0.0201 2.3606 -6.7024
H 0.8815 2.8998 -4.4732
H -1.9870 1.2660 0.3082
H -4.0704 2.4591 1.0094
H -4.7559 4.5227 -0.1250
H -3.4333 5.3854 -2.0219
H -1.3281 4.2723 -2.6493
O -2.0581 -1.2726 0.5718
N -1.3934 -1.5391 -0.5852
```

The charge is +2. For the HOMO-LUMO gap (alpha / beta), the calculation gives 8.4 / 8.4 eV. As for the spin multiplicity: 6. The LUMO energy (alpha / beta) comes out at -4.3205 / -4.3174 eV.

=====

# 5
# C3H11NOS2

A cluster of 2 separate species, C3H11NOS2 in total at a distorted geometry (ωB97M-V/def2-TZVPD, the OMol25 dataset).

Structure (XYZ):
```
18
C3H11NOS2 | the OMol25 dataset | ωB97M-V/def2-TZVPD
C -0.6198 0.3824 2.2931
S -1.4556 0.4337 0.5406
S 0.2130 0.6064 -0.5368
C -0.4367 -0.1175 -2.0924
C -0.6786 -1.6602 -1.8687
N 0.4236 -2.3776 -1.1223
H -1.3580 0.9581 2.9705
H -0.5558 -0.6460 2.3697
H 0.3025 1.0176 2.3833
H 0.3949 0.0244 -2.9152
H -1.2970 0.3833 -2.4475
H -0.9044 -2.1496 -2.7678
H -1.5957 -1.6822 -1.2934
H 1.2023 -2.2353 -1.7715
H 0.5983 -1.6562 -0.3796
O 3.0929 1.5465 2.1412
H 2.9717 0.8200 1.4816
H 2.8257 1.1682 3.0446
```

The charge is 0. The SMILES is CSSCCN.O. For the HOMO-LUMO gap, the calculation gives 8.5 eV. For the energy above the lowest of the compared OMol25 structures with the same formula, charge and spin, the calculation gives 31.9 kcal per mole. The LUMO energy comes out at 0.5202 eV.

=====

# 6
# C17H21GaN4O6P

A structure of composition C17H21GaN4O6P at a distorted geometry (ωB97M-V/def2-TZVPD, the OMol25 dataset).

Structure (XYZ):
```
50
C17H21GaN4O6P | the OMol25 dataset | ωB97M-V/def2-TZVPD
Ga 1.1317 0.3431 -1.0536
O 2.4970 1.5335 -0.8311
C 3.5097 1.4564 0.0190
C 4.5795 2.3501 -0.1489
C 5.6304 2.3789 0.7384
C 5.6601 1.5176 1.8374
C 4.6442 0.6158 2.0107
C 3.5536 0.5483 1.1156
C 2.5497 -0.4188 1.3727
N 1.5012 -0.6240 0.6339
N 0.5956 -1.5243 1.0764
C -0.3303 -1.8220 0.2471
O -0.3037 -1.3418 -1.0285
C -1.4233 -2.7086 0.6195
C -1.7775 -2.8850 1.9584
C -2.8540 -3.6878 2.2827
C -3.5782 -4.3248 1.2859
C -3.2123 -4.1784 -0.0426
C -2.1406 -3.3747 -0.3779
H 4.5451 3.0158 -0.9984
H 6.4386 3.0756 0.5824
H 6.4781 1.5565 2.5396
H 4.6650 -0.0621 2.8513
H 2.6473 -1.0465 2.2598
H -1.2105 -2.3816 2.7242
H -3.1392 -3.8145 3.3156
H -4.4320 -4.9303 1.5450
H -3.7622 -4.6881 -0.8197
H -1.8317 -3.2935 -1.4110
N -2.7317 -0.5522 -1.7951
C -2.5546 0.8825 -1.9964
P -1.8580 1.5587 -0.4272
O -2.6013 1.1934 0.8007
O -0.3477 1.3530 -0.3165
C -2.0243 3.4381 -0.4674
N -1.7770 3.7014 0.9634
H -1.2392 -1.2016 -1.3894
H -3.1750 -0.9714 -2.6080
H -3.3335 -0.7151 -0.9884
H -3.4925 1.4066 -2.2176
H -1.8394 1.0512 -2.8060
H -3.0405 3.7298 -0.7278
H -1.3076 3.9406 -1.1116
H -2.1274 4.5906 1.3286
H -0.7729 3.6098 1.1558
H -2.2350 2.8560 1.4188
O 2.1182 -0.9073 -2.4482
C 1.4725 -0.2993 -3.3048
O 0.6126 0.5620 -2.9942
H 1.6250 -0.5137 -4.3720
```

The charge is +1. For the HOMO-LUMO gap, the calculation gives 7.7 eV. For the energy above the lowest of the compared OMol25 structures with the same formula, charge and spin, the calculation gives 0.0 kcal per mole. The LUMO energy comes out at -2.8773 eV.

=====

# 7
# C5H7N

The molecule C5H7N (ωB97M-V/def2-TZVPD, the OMol25 dataset).

Structure (XYZ):
```
13
C5H7N | the OMol25 dataset | ωB97M-V/def2-TZVPD
C -2.6447 -0.4446 -1.1467
C -1.5585 -0.6591 -0.6745
C -0.2503 -0.7148 -0.0498
C -0.0925 -0.1224 1.3278
N 0.3149 0.6026 0.1513
C 1.6892 0.7644 -0.2639
H -3.6115 -0.2366 -1.5460
H 0.4289 -1.4881 -0.4200
H 0.6300 -0.4563 2.0764
H -1.0157 0.2567 1.7651
H 1.6579 0.8280 -1.3567
H 2.3941 -0.0432 0.0079
H 2.0582 1.7134 0.1291
```

The charge is 0. The SMILES is C#C[C@@H]1CN1C. For the HOMO-LUMO gap, the calculation gives 10.3 eV. For the energy above the lowest of the compared OMol25 structures with the same formula, charge and spin, the calculation gives 78.4 kcal per mole. The LUMO energy comes out at 1.1340 eV.

=====

# 8
# C3H31NO14

A cluster of 13 separate species, C3H31NO14 in total at a distorted geometry (ωB97M-V/def2-TZVPD, the OMol25 dataset).

Structure (XYZ):
```
49
C3H31NO14 | the OMol25 dataset | ωB97M-V/def2-TZVPD
O -0.0679 -1.2159 1.7433
C 0.0045 -2.1954 0.9948
N 0.2303 -1.8628 -0.4049
C -0.6770 -2.8105 -1.3092
O -0.8911 -2.2555 -2.5497
C -0.0562 -3.5022 1.6244
H 0.1759 -0.8951 -0.7000
H -1.7108 -2.9542 -0.9571
H -0.1165 -3.7619 -1.2632
H -0.1233 -1.5647 -2.7479
H 0.9587 -3.7935 1.8589
H -0.5540 -4.2414 0.9811
H -0.6507 -3.3106 2.5186
H -0.8311 -0.6033 3.1568
H -1.8191 -0.7942 4.1218
O -1.3776 -0.0545 3.7416
H -2.5654 1.1073 -0.6642
H -2.3705 1.8017 0.8378
O -2.1837 1.8275 -0.1223
H 0.0810 1.6533 0.0023
H -0.1234 0.5137 0.8411
O 0.5511 0.9419 0.3734
H 2.5321 0.9879 -0.6580
H 1.5080 1.5228 -1.7683
O 2.3269 1.2141 -1.5672
H -1.3448 4.1483 0.8553
H -0.2048 3.4195 1.5065
O -0.8481 4.0605 1.7109
H -1.8012 2.5491 2.4465
H -1.8956 1.0915 2.7059
O -2.4493 1.8167 2.4647
H 1.7832 3.4305 -1.0839
H 2.1459 2.8527 0.1774
O 1.3545 3.1514 -0.2825
H 1.8598 0.0286 -2.8373
H 2.0537 -1.2020 -3.9012
O 1.4396 -0.7706 -3.1755
H -1.4684 2.4762 -1.7459
H -0.5450 1.3781 -2.5261
O -1.3973 1.7883 -2.4338
H 2.7909 -0.4190 1.7916
H 2.1997 0.6842 1.1719
O 3.0503 0.4155 1.2812
H -2.7063 -0.5745 -2.3412
H -3.7979 -0.2412 -1.3232
O -2.8809 -0.5585 -1.3482
H 2.7323 -1.7129 -0.2749
H 4.0520 -1.3356 -0.4085
O 3.6276 -2.2313 -0.5138
```

The charge is 0. For the HOMO-LUMO gap, the calculation gives 10.2 eV. For the energy above the lowest of the compared OMol25 structures with the same formula, charge and spin, the calculation gives 97.7 kcal per mole. The LUMO energy comes out at 0.0740 eV.

=====

# 9
# C2H2N2O3

The molecule C2H2N2O3 at a distorted geometry (ωB97M-V/def2-TZVPD, the OMol25 dataset).

Structure (XYZ):
```
9
C2H2N2O3 | the OMol25 dataset | ωB97M-V/def2-TZVPD
O -2.8543 0.6313 -0.5766
C -1.8165 0.3316 -0.0889
N -0.5118 0.4257 -0.4612
N 0.3252 -0.4765 -0.3247
O 0.1679 -1.7128 -0.2071
C 1.7419 -0.0222 -0.2522
O 2.0835 1.0209 -0.6169
H -1.6275 -0.0794 0.8929
H 2.2326 -0.9305 0.1026
```

The charge is 0. The SMILES is O=C/N=[N+](\[O-])C=O. For the HOMO-LUMO gap, the calculation gives 9.2 eV. For the energy above the lowest of the compared OMol25 structures with the same formula, charge and spin, the calculation gives 93.3 kcal per mole. The LUMO energy comes out at -1.5657 eV.

=====

# 10
# C11H10ClNSSr

A structure of composition C11H10ClNSSr at a distorted geometry (ωB97M-V/def2-TZVPD, the OMol25 dataset).

Structure (XYZ):
```
25
C11H10ClNSSr | the OMol25 dataset | ωB97M-V/def2-TZVPD
C -1.2860 1.6233 1.2694
C -1.9184 1.4579 0.0044
C -1.0168 1.9414 -1.0101
H -2.9490 1.1236 -0.1470
C 0.1752 2.3969 -0.3654
C -0.0075 2.2438 1.0446
H 0.6361 2.7200 1.7909
H -1.6888 1.3270 2.2456
H -1.2690 2.0813 -2.0713
H 1.0438 2.8707 -0.8335
Sr 0.2546 -0.6830 -0.1058
Cl 0.3754 -2.6399 1.5228
C -0.7093 -3.1550 -4.4277
C -0.1194 -2.1006 -5.1897
C -1.1562 -1.1897 -5.5601
H 0.9366 -2.0255 -5.4820
C -2.3875 -1.6826 -5.0277
C -2.1109 -2.8975 -4.3284
H -2.8548 -3.5420 -3.8411
H -0.1862 -4.0367 -4.0337
H -1.0369 -0.2900 -6.1791
H -3.3773 -1.2267 -5.1663
S 1.9683 0.6162 4.6669
C 1.5710 0.4544 3.1267
N 1.2953 0.3926 1.9653
```

The charge is -2. For the HOMO-LUMO gap, the calculation gives 5.8 eV. The LUMO energy comes out at 4.7086 eV.

=====

# 11
# C5H13NO

A cluster of 2 separate species, C5H13NO in total at a distorted geometry (ωB97M-V/def2-TZVPD, the OMol25 dataset).

Structure (XYZ):
```
20
C5H13NO | the OMol25 dataset | ωB97M-V/def2-TZVPD
C -1.4351 -0.3668 -2.5475
C -1.1973 0.4167 -1.4379
C -1.0133 -0.0587 -0.0634
C 0.4936 -0.2995 0.1439
N 1.4786 0.5938 -0.2743
C 2.8905 0.1575 -0.1120
H -1.6960 -1.4308 -2.5228
H -1.6785 0.1606 -3.4213
H -0.8361 1.4041 -1.6833
H -1.5857 0.6472 0.7487
H -1.3296 -1.0716 0.0852
H 0.7209 -0.4744 1.1872
H 0.5277 -1.3373 -0.2900
H 1.3480 1.6262 -0.1821
H 2.8966 -0.9226 -0.5615
H 3.3394 -0.0690 1.0925
H 3.6175 0.6768 -0.5773
O -1.9952 0.2157 3.8290
H -2.6808 0.6757 3.3164
H -1.8651 -0.5438 3.2705
```

The charge is 0. The SMILES is C=CCCNC.O. For the HOMO-LUMO gap, the calculation gives 9.2 eV. For the energy above the lowest of the compared OMol25 structures with the same formula, charge and spin, the calculation gives 84.7 kcal per mole. The LUMO energy comes out at 0.7864 eV.